The following is a quantum chemistry calculation of a molecular structure, C31H26N6O8SV in a non-equilibrium geometry, from the Open Molecules 2025 dataset.

Properties
**Spin multiplicity**: 3
**E_HOMO (spin up / spin down)**: -10.0 / -10.0 eV
**Lowest unoccupied orbital energy (spin up / spin down)**: -4.976 / -4.820 eV
**Charge**: +1
**Orbital gap (spin up / spin down)**: 5.02 / 5.17 eV

Last column: Löwdin spin population.
Element x y z (Å)
V 10.22 7.12 10.89  2.04
O 11.71 5.16 14.34  0.00
C 11.24 5.44 13.12  0.00
O 10.11 6.02 12.87  0.01
C 12.17 5.15 12.10  0.00
C 13.52 5.16 12.50  0.00
C 14.46 4.93 11.52  0.00
C 13.98 4.75 10.24  0.00
C 12.65 5.03 9.93  0.00
N 11.70 5.34 10.87  0.00
C 12.18 4.88 8.54  0.00
O 12.86 4.56 7.60  0.00
O 10.87 5.17 8.50  0.01
H 11.09 5.44 15.03  0.00
H 13.73 5.32 13.55  0.00
H 15.51 4.86 11.70  0.00
H 14.56 4.39 9.41  0.00
N 7.91 11.08 16.97  0.00
C 8.78 10.77 15.92  0.00
C 8.62 9.48 15.33  0.00
C 9.41 9.14 14.22  0.00
C 10.30 10.08 13.64  0.00
C 10.57 11.27 14.36  0.00
C 9.79 11.63 15.46  0.00
S 10.96 9.78 11.97  0.00
O 11.36 11.06 11.45  0.00
O 11.90 8.65 11.84  0.00
N 9.66 9.03 11.12  0.00
C 8.48 9.64 10.81  0.00
N 7.61 9.09 9.95  0.01
C 6.46 9.75 9.73  0.00
C 6.15 10.97 10.32  0.00
C 7.16 11.46 11.15  0.00
N 8.28 10.83 11.43  0.00
H 7.18 10.43 17.21  0.00
H 7.82 12.04 17.27  0.00
H 7.93 8.76 15.71  0.00
H 9.32 8.14 13.80  0.00
H 11.43 11.86 14.10  0.00
H 10.03 12.56 15.95  0.00
H 5.82 9.25 9.01  0.00
H 5.15 11.44 10.24  0.00
H 7.18 12.43 11.64  0.00
C 14.61 7.89 6.81  0.00
O 13.26 7.49 6.69  0.00
C 12.27 8.30 7.16  0.00
C 12.41 9.54 7.80  0.00
C 11.26 10.29 7.94  0.00
C 10.00 9.88 7.50  0.00
C 9.84 8.57 6.98  0.00
C 10.98 7.74 6.94  0.00
N 11.06 6.41 6.44  0.00
C 10.31 5.36 7.18  0.00
C 8.86 5.41 7.44  -0.01
C 8.11 4.95 6.34  0.00
C 6.76 4.78 6.51  -0.01
C 6.23 5.18 7.72  0.00
C 6.87 5.69 8.83  -0.01
C 8.26 5.66 8.81  -0.01
O 8.87 6.04 9.88  -0.06
H 15.15 7.07 6.33  0.00
H 14.91 7.97 7.85  0.00
H 14.82 8.83 6.29  0.00
H 13.37 9.89 8.18  0.00
H 11.33 11.27 8.44  0.00
H 9.15 10.56 7.56  0.00
H 8.86 8.27 6.66  0.00
H 12.02 6.06 6.44  0.00
H 10.53 4.43 6.60  0.00
H 8.63 4.65 5.43  0.00
H 6.18 4.18 5.80  0.00
H 5.15 5.05 7.82  0.00
H 6.32 6.12 9.70  0.00



The following is a quantum chemistry calculation of a molecular structure, C22H32AlF18O22S6 in a non-equilibrium geometry, from the Open Molecules 2025 dataset.

Properties
**Spin multiplicity**: 1
**E_HOMO**: -1.3 eV
**Lowest unoccupied orbital energy**: 2.247 eV
**Charge**: -3
**Orbital gap**: 3.54 eV

Last column: Mulliken charge in e.
Element x y z (Å)
Al 0.03 0.19 -0.14  2.77
C 3.19 -2.42 -4.15  0.44
F 2.76 -3.66 -4.16  -0.22
F 4.26 -2.17 -3.38  -0.20
F 3.57 -2.19 -5.38  -0.22
S 1.68 -1.24 -3.81  0.98
O 1.93 -0.05 -4.69  -0.48
O 0.37 -1.80 -4.16  -0.40
O 1.66 -0.79 -2.38  -0.53
C -2.76 2.10 -4.47  0.47
F -2.41 3.18 -3.71  -0.19
F -4.04 1.71 -4.17  -0.21
F -2.71 2.47 -5.78  -0.23
S -1.48 0.74 -4.20  1.18
O -1.04 0.80 -2.80  -1.00
O -1.97 -0.54 -4.71  -0.61
O -0.33 1.24 -4.98  -0.49
C -4.66 -2.63 -0.46  0.35
F -3.84 -3.32 0.43  -0.20
F -5.29 -3.50 -1.20  -0.20
F -5.51 -1.80 0.18  -0.23
S -3.59 -1.54 -1.66  1.21
O -3.06 -2.40 -2.71  -0.62
O -4.41 -0.46 -2.27  -0.72
O -2.56 -1.09 -0.74  -0.83
C 0.89 -5.25 -1.31  0.26
F 0.34 -6.35 -1.71  -0.21
F 1.23 -5.39 -0.03  -0.21
F 2.00 -5.04 -2.15  -0.19
S -0.47 -3.88 -1.52  1.08
O -1.59 -4.29 -0.68  -0.62
O 0.16 -2.57 -1.09  -0.70
O -0.78 -3.80 -2.97  -0.56
C 1.74 3.91 3.18  0.44
F 2.54 4.82 2.68  -0.23
F 2.02 3.84 4.48  -0.25
F 0.46 4.34 3.09  -0.21
S 1.84 2.16 2.38  1.24
O 2.76 1.37 3.17  -0.71
O 0.52 1.57 2.50  -0.81
O 2.03 2.31 0.96  -0.49
C 3.70 3.45 -2.38  0.41
F 3.74 4.68 -2.87  -0.23
F 4.50 2.68 -3.08  -0.23
F 3.95 3.34 -1.06  -0.15
S 1.91 2.96 -2.88  1.27
O 1.84 2.45 -4.24  -0.61
O 1.52 1.97 -1.84  -0.76
O 1.11 4.20 -2.83  -0.77
C -3.49 4.17 -0.41  -0.74
C -2.19 4.60 0.28  -0.76
C -1.20 3.83 -0.53  0.00
O -1.77 2.47 -0.66  0.41
C -3.19 2.64 -0.67  -0.23
H -3.61 4.81 -1.29  0.30
H -4.37 4.19 0.24  0.42
H -2.12 4.40 1.35  0.09
H -1.95 5.66 0.26  0.50
H -0.24 3.81 -0.02  -0.06
H -0.91 4.34 -1.44  0.29
H -3.70 2.20 0.18  -0.03
H -3.67 2.33 -1.59  0.03
C -2.85 0.81 4.10  -0.66
C -3.60 -0.47 3.79  -0.88
C -3.44 -0.53 2.27  0.26
O -2.54 0.51 1.80  0.28
C -2.70 1.56 2.78  -0.27
H -1.85 0.66 4.53  0.15
H -3.38 1.38 4.87  0.39
H -4.63 -0.42 4.16  0.30
H -3.33 -1.41 4.28  0.24
H -4.41 -0.35 1.80  0.28
H -3.10 -1.49 1.89  -0.14
H -3.55 2.19 2.51  0.46
H -1.83 2.19 2.90  -0.15
C -0.14 -3.09 3.88  -0.63
C 1.22 -2.47 4.29  -0.75
C 1.35 -1.29 3.27  0.03
O 0.52 -1.61 2.15  -0.04
C -0.16 -2.87 2.35  0.28
H -1.04 -2.68 4.34  0.06
H -0.21 -4.12 4.23  0.40
H 1.89 -3.31 4.07  0.34
H 1.32 -2.25 5.35  0.40
H 2.40 -1.24 2.98  -0.25
H 0.97 -0.41 3.78  0.13
H 0.48 -3.69 2.02  -0.04
H -1.11 -3.06 1.84  -0.06
C 4.94 -2.19 0.49  -0.84
C 5.44 -0.82 0.13  -0.66
C 4.25 0.10 0.50  -0.04
O 3.06 -0.69 0.35  0.25
C 3.41 -2.05 0.12  0.63
H 5.05 -2.40 1.56  0.32
H 5.49 -2.99 -0.01  0.37
H 5.68 -0.89 -0.93  0.32
H 6.35 -0.57 0.67  0.42
H 4.33 0.89 -0.26  -0.45
H 4.33 0.43 1.53  0.38
H 3.26 -2.30 -0.93  -0.59
H 2.82 -2.84 0.60  -0.02



The following is a quantum chemistry calculation of C2H3N3O in the gas phase, from the Open Molecules 2025 dataset.

Properties
**Spin multiplicity**: 1
**E_HOMO**: -8.9 eV
**Lowest unoccupied orbital energy**: 0.662 eV
**Orbital gap**: 9.58 eV

Last column: Mulliken charge in e.
Element x y z (Å)
O -1.07 1.65 0.59  -0.41
C -0.93 -0.10 -1.02  -0.36
N -0.13 -1.16 -1.15  -0.52
N 0.84 -1.06 -0.19  0.17
C 0.70 0.03 0.56  -0.17
N -0.39 0.60 0.05  0.22
H -1.87 1.61 0.01  0.45
H 1.52 -1.79 -0.08  0.20
H 1.35 0.36 1.35  0.41



The following is a quantum chemistry calculation of a molecular structure, C12H36KO6, from the Open Molecules 2025 dataset.

Properties
**Spin multiplicity**: 1
**E_HOMO**: -13.1 eV
**Lowest unoccupied orbital energy**: -2.494 eV
**Charge**: +1
**Orbital gap**: 10.56 eV

Last column: Mulliken charge in e.
Element x y z (Å)
K 18.62 7.04 -6.09  0.88
O 17.74 6.93 -3.48  -0.44
H 17.57 7.68 -2.90  0.24
H 17.89 6.19 -2.88  0.24
O 19.61 7.05 -8.59  -0.43
H 19.02 6.85 -9.33  0.26
H 20.46 6.69 -8.84  0.21
C 17.84 3.00 -7.06  -1.17
C 19.18 3.17 -6.37  0.62
C 20.32 3.40 -7.33  -1.40
O 19.12 4.35 -5.48  -0.34
H 17.93 2.24 -7.84  0.42
H 17.54 3.91 -7.58  0.10
H 17.06 2.68 -6.37  0.40
H 19.36 2.31 -5.73  0.32
H 20.21 4.35 -7.83  0.16
H 20.30 2.60 -8.08  0.47
H 21.29 3.28 -6.85  0.37
H 18.49 4.08 -4.80  0.20
C 23.16 7.65 -5.32  -1.46
C 22.33 6.45 -4.95  0.63
C 21.56 6.63 -3.65  -1.15
O 21.46 6.16 -6.06  -0.44
H 23.95 7.79 -4.58  0.40
H 22.59 8.58 -5.35  0.30
H 23.64 7.48 -6.28  0.38
H 23.04 5.61 -4.85  0.25
H 20.96 7.54 -3.68  0.23
H 22.26 6.71 -2.82  0.44
H 20.92 5.76 -3.45  0.26
H 20.95 5.37 -5.84  0.03
C 17.99 12.10 -7.06  -1.44
C 17.39 10.72 -7.08  0.44
C 17.59 10.01 -8.39  -0.96
O 18.01 9.93 -6.01  -0.51
H 17.71 12.58 -6.12  0.36
H 17.69 12.72 -7.90  0.38
H 19.09 12.05 -7.03  0.38
H 16.35 10.76 -6.78  0.23
H 17.14 10.58 -9.21  0.43
H 17.10 9.03 -8.39  0.10
H 18.65 9.88 -8.60  0.25
H 18.95 10.15 -6.01  0.31
C 13.84 6.94 -7.57  -1.48
C 15.10 6.87 -6.73  0.61
C 14.98 5.84 -5.64  -1.15
O 16.25 6.61 -7.56  -0.41
H 12.98 7.08 -6.92  0.42
H 13.67 6.04 -8.17  0.37
H 13.89 7.81 -8.23  0.36
H 15.25 7.87 -6.30  0.15
H 14.20 6.12 -4.93  0.42
H 15.92 5.72 -5.09  0.20
H 14.71 4.87 -6.06  0.32
H 16.03 5.88 -8.16  0.22



The following is a quantum chemistry calculation of a molecular structure, C39H30N2O4P2Pd, from the Open Molecules 2025 dataset.

Properties
**Spin multiplicity**: 1
**E_HOMO**: -8.0 eV
**Lowest unoccupied orbital energy**: -0.731 eV
**Orbital gap**: 7.28 eV

Last column: Mulliken charge in e.
Element x y z (Å)
Pd -0.45 0.45 -0.39  0.03
N 0.22 1.98 2.38  0.17
P -0.11 0.37 2.91  0.62
C -1.83 0.45 3.54  0.30
C -2.79 -0.15 2.74  -0.63
C -4.14 -0.07 3.07  -0.33
C -4.52 0.63 4.20  -0.68
C -3.57 1.24 5.01  -0.73
C -2.22 1.15 4.68  -0.13
C 0.87 0.38 4.45  0.45
C 2.08 1.06 4.51  0.00
C 2.89 0.97 5.64  -0.79
C 2.50 0.18 6.71  -0.50
C 1.30 -0.53 6.64  -0.61
C 0.49 -0.43 5.52  -0.84
P -0.21 2.33 0.80  0.07
C 1.03 3.48 0.16  0.80
C 1.96 4.12 0.97  -0.23
C 2.89 4.98 0.41  -0.80
C 2.90 5.20 -0.96  -0.47
C 1.98 4.56 -1.78  -0.95
C 1.05 3.69 -1.22  -0.82
C -1.84 3.09 0.73  0.12
C -2.44 2.76 -0.61  0.04
C -3.95 2.46 -0.61  -0.91
C -4.68 2.96 0.60  -0.45
C -4.05 3.40 1.69  -1.11
C -2.59 3.34 1.80  0.17
H 0.22 2.73 3.07  0.56
H -2.50 -0.69 1.84  0.48
H -4.88 -0.54 2.43  0.33
H -5.57 0.71 4.46  0.43
H -3.87 1.78 5.89  0.40
H -1.48 1.62 5.31  0.46
H 2.42 1.67 3.67  0.11
H 3.82 1.51 5.67  0.45
H 3.12 0.10 7.59  0.38
H 0.99 -1.15 7.47  0.40
H -0.44 -0.98 5.48  0.45
H 1.99 3.94 2.04  0.15
H 3.63 5.46 1.04  0.43
H 3.64 5.86 -1.40  0.40
H 1.99 4.71 -2.85  0.43
H 0.35 3.16 -1.86  0.37
H -2.05 3.39 -1.42  0.55
H -4.46 2.77 -1.53  0.49
H -5.76 2.96 0.58  0.53
H -4.62 3.74 2.55  0.40
H -2.16 3.39 2.79  0.53
O 0.76 -2.17 -3.11  -0.66
C 0.50 -1.45 -2.17  0.31
O -0.66 -1.22 -1.63  -0.64
C 1.58 -0.62 -1.48  0.91
C 1.65 -0.68 -0.08  -0.95
C 2.53 0.14 0.62  -0.26
C 3.33 1.01 -0.10  -0.07
C 3.32 1.04 -1.49  -0.46
C 2.45 0.22 -2.18  -1.04
N 4.21 1.93 0.63  1.16
O 4.13 1.95 1.85  -0.62
O 4.96 2.63 -0.01  -0.62
H 1.06 -1.42 0.45  0.53
H 2.60 0.12 1.70  0.72
H 3.97 1.73 -2.00  0.53
H 2.42 0.23 -3.26  0.52
C -2.21 1.26 -0.70  -0.82
C -3.53 0.97 -0.62  0.36
C -4.33 -0.24 -0.46  0.96
C -3.73 -1.50 -0.48  -0.05
C -4.49 -2.64 -0.27  -0.93
C -5.86 -2.54 -0.05  -0.49
C -6.46 -1.29 -0.05  -0.79
C -5.70 -0.15 -0.26  -0.40
H -2.67 -1.59 -0.69  0.76
H -4.01 -3.61 -0.29  0.44
H -6.45 -3.43 0.12  0.40
H -7.53 -1.21 0.10  0.41
H -6.18 0.82 -0.26  0.30



Electronic energy
In order: -94405.396 -188891.173 -8636.383 -41635.066 -74154.954
Unit: eV